{"formula": "C44H127N9O15", "method": "ωB97M-V/def2-TZVPD", "symbols": ["H", "H", "N", "H", "H", "H", "O", "H", "H", "H", "H", "C", "H", "H", "H", "H", "H", "H", "H", "H", "H", "H", "N", "H", "H", "C", "C", "H", "H", "H", "H", "H", "H", "O", "C", "H", "O", "H", "H", "N", "H", "H", "C", "H", "H", "H", "H", "H", "C", "H", "H", "H", "H", "C", "H", "H", "H", "H", "H", "H", "C", "N", "N", "H", "H", "H", "C", "H", "H", "C", "H", "H", "H", "H", "H", "H", "H", "C", "H", "N", "C", "C", "H", "H", "O", "H", "H", "O", "C", "C", "H", "O", "N", "H", "C", "O", "H", "H", "H", "H", "H", "H", "H", "C", "H", "H", "H", "C", "C", "H", "H", "H", "H", "H", "C", "H", "H", "H", "C", "H", "C", "H", "C", "H", "C", "C", "H", "C", "C", "H", "H", "O", "H", "H", "C", "C", "O", "H", "H", "H", "H", "H", "C", "O", "H", "N", "C", "H", "C", "H", "H", "C", "H", "O", "H", "C", "H", "C", "H", "O", "H", "H", "C", "N", "H", "C", "H", "H", "H", "H", "H", "C", "C", "C", "H", "O", "H", "C", "H", "H", "H", "H", "C", "O", "H", "H", "C", "C", "H", "H", "H", "O", "H", "H", "H"], "coordinates": [[8.767, 0.995, -1.842], [-7.020, 1.075, 11.160], [-0.936, 1.715, -0.701], [-10.059, 2.864, -5.647], [0.914, -14.687, -0.455], [-6.338, 10.500, -6.888], [-4.602, 10.216, -5.003], [0.201, 3.655, 12.659], [1.880, -6.127, 7.879], [-1.428, 0.459, 1.409], [0.146, 2.165, 11.740], [7.610, -0.722, -1.429], [2.587, 6.356, -5.749], [-4.575, 11.083, -8.813], [-3.457, 9.228, -3.624], [-9.592, 3.820, 10.327], [-4.533, 12.338, -5.308], [3.554, -3.898, 9.236], [-6.050, -5.083, 1.734], [-6.387, 3.922, -6.617], [-3.712, 12.003, -7.521], [8.099, 3.310, 3.173], [0.018, -12.365, -5.235], [0.734, -12.895, -5.712], [10.014, -7.147, -7.874], [-0.322, -2.657, -2.909], [0.783, 5.243, 9.078], [8.861, 1.784, 5.971], [-6.845, 3.447, 12.387], [-3.922, 10.253, -7.466], [-3.601, 10.910, -3.223], [11.468, 1.884, 5.567], [-8.083, 2.668, -3.808], [1.102, -12.932, -1.614], [0.038, 5.469, 7.688], [-7.608, 3.421, 9.393], [-8.816, 1.412, 1.579], [3.786, -3.924, 5.244], [7.852, -1.778, -1.318], [10.471, 2.287, 8.182], [6.955, 4.218, 4.150], [-6.049, 11.651, -4.697], [8.958, 2.825, 6.280], [0.113, 6.546, 7.538], [-1.946, 1.731, -0.678], [3.916, -6.289, 10.027], [-1.129, -10.484, -3.528], [-0.799, -12.957, -5.269], [1.613, -13.922, -0.793], [-7.999, 4.914, -4.804], [-12.040, 5.372, -7.292], [2.521, -14.411, -1.144], [4.193, -6.896, 6.938], [-8.912, 2.070, 2.872], [-3.113, -5.614, -10.577], [1.204, -11.491, -3.739], [9.774, -0.505, -1.588], [12.452, 3.047, 6.627], [-4.600, 0.172, 10.147], [2.976, -4.640, 3.937], [-9.900, 3.245, 2.728], [-9.123, 3.054, 10.788], [10.239, -5.756, -6.494], [-4.916, 9.891, -2.887], [-10.897, 2.975, 2.381], [-0.931, -4.575, -9.701], [11.110, -5.643, -8.814], [-1.300, -2.982, -3.264], [5.661, -1.014, -1.839], [2.826, -5.787, 8.300], [-7.283, 4.724, 11.496], [-1.035, 5.280, 7.708], [1.973, -4.289, 9.670], [4.495, -5.447, 4.407], [7.806, -5.863, -7.426], [-7.707, 3.189, -7.430], [13.310, -4.451, -9.509], [2.430, 4.605, -7.182], [1.906, -13.469, 0.155], [3.217, -6.680, 9.411], [-0.567, 0.296, -0.461], [-1.429, -0.321, 0.648], [-9.929, 3.922, 3.582], [4.609, -5.222, 7.130], [-2.488, -7.471, -9.837], [-0.126, -0.161, -2.669], [-8.424, 0.557, 1.768], [-5.915, 1.552, 9.421], [0.325, -12.134, -3.788], [12.447, -3.797, -9.626], [-9.566, 3.907, 1.929], [1.260, 3.597, 10.845], [2.044, 5.969, 9.063], [10.286, -4.752, -6.596], [-9.713, 3.869, -5.407], [2.989, -5.611, 5.874], [-6.345, -3.567, -4.541], [-0.839, 3.429, 11.181], [8.530, -4.423, -8.121], [0.488, 0.150, -0.229], [1.955, 3.428, 8.892], [-6.953, -4.192, 2.560], [-10.154, 4.070, -4.431], [3.761, -5.902, 7.058], [-7.045, 12.050, -8.040], [11.511, 3.625, 5.384], [-0.986, -11.331, -2.029], [0.856, -13.347, -2.973], [-11.729, 4.812, -6.410], [7.238, 2.446, 4.385], [0.275, 3.096, 9.069], [-12.109, 5.280, -5.502], [-5.728, 3.798, 11.183], [11.235, -5.827, -6.341], [-5.650, 11.343, -6.819], [3.764, -7.404, 8.968], [-0.218, -6.069, -9.386], [10.495, 4.185, 7.334], [11.513, 2.821, 6.121], [2.844, 3.961, -6.406], [-0.955, -5.609, -10.044], [8.226, 3.071, 7.050], [-7.467, 4.003, -6.747], [10.926, -5.930, -9.849], [-4.405, 11.191, -7.742], [-6.806, 3.756, 11.342], [-9.400, 1.388, 3.569], [-0.803, -0.480, -1.876], [2.657, -4.359, 8.823], [2.746, 5.337, 8.707], [-2.388, -0.521, 0.170], [1.360, 3.952, -7.861], [0.297, -2.229, -3.698], [-12.074, 3.778, -6.403], [9.991, -6.058, -7.867], [-2.383, -6.038, -9.888], [-5.989, -2.869, -5.091], [1.898, 3.240, -8.215], [-1.793, -0.336, -2.309], [3.262, 4.899, -7.821], [0.469, 4.955, 6.829], [-1.941, -7.934, -9.198], [8.875, -0.073, -2.029], [-6.418, -4.200, 1.766], [-2.759, -5.711, -8.919], [-6.476, 12.408, -7.286], [0.128, 3.251, 11.650], [-5.879, -0.527, 9.053], [-5.201, 11.479, -5.360], [11.995, -6.183, -8.476], [12.086, -3.976, -10.639], [-0.906, -11.465, -3.108], [-0.639, 1.986, -1.627], [11.437, -4.225, -8.740], [1.736, -13.769, -3.458], [-7.732, 2.902, 10.344], [-6.667, 3.070, -4.571], [10.310, 3.150, 7.046], [0.216, 5.663, 9.908], [8.759, 3.732, 5.141], [-7.890, 2.266, 3.196], [1.673, 6.623, -7.198], [3.630, -4.894, 4.771], [-7.658, 2.911, -4.691], [-0.886, -1.127, 1.143], [-5.271, 0.342, 9.305], [0.045, -14.061, -3.115], [-7.552, 4.939, -7.300], [12.749, -2.751, -9.570], [8.145, -5.752, -9.176], [2.257, 6.184, 10.026], [-8.219, 4.019, -5.387], [-4.151, 10.068, -3.643], [1.958, 5.852, -6.482], [-6.073, -2.078, -4.559], [-10.301, 4.787, -6.370], [-1.777, -12.050, -3.402], [-7.190, 1.439, 10.146], [9.692, 2.443, 8.805], [7.640, -0.450, -0.374], [-9.746, 2.260, 10.765], [-5.792, 12.934, -7.812], [8.512, -5.511, -8.178], [-0.534, -1.863, -1.707], [9.016, -0.125, -3.108], [2.175, -3.844, 7.992], [1.071, 3.735, 9.451], [7.692, 3.415, 4.179], [0.153, -3.589, -2.603], [-0.613, -5.614, -11.079], [10.415, 1.310, 7.935], [6.372, -0.377, -1.936], [-4.671, 0.324, 8.396], [-7.750, 0.728, 9.539], [1.107, 5.542, -5.875]], "forces_ev_per_angstrom": [[0.6, 0.1, 0.2], [0.1, -0.5, 0.0], [0.4, -0.9, 0.8], [0.4, -0.4, -0.3], [-0.5, -0.2, -0.6], [0.6, -0.7, 0.3], [0.4, 0.7, 0.8], [0.1, 0.4, -0.3], [-0.3, -0.1, 0.4], [-0.8, 0.1, 0.1], [0.0, -0.3, 0.3], [1.9, -1.0, 1.7], [0.7, -0.5, -0.3], [-0.5, 0.4, 0.0], [-0.2, -0.1, -0.2], [0.2, 0.0, 0.0], [0.5, 0.0, 0.4], [0.4, 0.0, -0.7], [0.1, -0.2, 0.0], [0.1, -0.1, 0.6], [0.1, 0.1, -0.2], [0.4, 0.2, 0.0], [-0.1, -0.1, 1.5], [0.4, 0.1, 0.1], [-0.4, -0.3, -0.7], [-0.8, -0.2, 1.4], [-0.2, -1.2, -1.1], [0.3, -0.1, 0.1], [-0.4, -1.0, 0.1], [0.4, 0.1, 0.1], [0.2, 0.5, -0.6], [0.1, -0.2, 0.4], [0.0, 0.3, 0.1], [-0.5, -0.2, -1.7], [0.3, 0.5, 1.5], [0.0, -0.2, -0.3], [-0.2, 0.3, 0.7], [1.2, 0.2, -0.5], [-0.7, -0.6, -0.8], [-0.7, 0.2, 1.2], [0.0, -0.1, 0.3], [-0.2, 0.2, -0.1], [0.2, 2.5, 0.0], [0.2, 0.0, -0.3], [-0.2, 0.3, -0.1], [-0.1, 0.8, 0.1], [0.4, 0.1, -0.2], [-0.4, -0.1, -0.1], [0.6, -0.4, 1.5], [0.0, 0.7, -0.5], [0.1, -0.2, 0.1], [0.0, -0.1, -0.5], [-0.1, -0.3, 0.2], [-1.4, -0.3, -0.8], [0.4, -0.5, -0.5], [-0.2, 0.7, -0.3], [-0.2, 0.2, 0.3], [0.0, -0.8, 0.3], [-0.1, -0.4, 0.2], [-0.5, -0.8, 0.2], [1.2, 0.7, -0.8], [0.0, -0.2, 0.3], [0.8, 1.8, 0.5], [-0.6, -0.2, -0.4], [0.0, -0.5, 0.5], [0.1, 0.4, -0.3], [0.7, 1.2, -0.1], [-0.1, 0.3, -0.5], [0.5, -0.3, 0.2], [0.7, 0.0, 0.3], [0.3, 0.4, -0.8], [0.0, -0.4, 0.2], [-0.3, -0.5, -0.1], [0.2, 0.4, 0.1], [0.2, -0.2, 0.0], [-0.5, -0.1, 0.3], [0.4, 0.1, 0.1], [0.8, 1.1, 1.2], [0.1, 0.4, -0.1], [0.3, -0.4, -0.8], [-0.6, -1.0, -2.7], [1.3, 1.2, -0.5], [-0.2, -0.5, 0.3], [0.1, 0.3, 0.1], [-1.1, -0.3, -1.5], [0.4, 0.8, 0.1], [0.1, -0.1, -0.3], [-1.8, 0.8, 0.7], [1.0, 0.7, 0.7], [-0.2, -1.5, -0.8], [0.3, 0.0, -0.2], [0.2, 0.3, 0.3], [-0.2, 0.3, 0.1], [-0.7, 1.0, 1.0], [-1.8, 0.7, -1.3], [-0.5, -0.2, -0.7], [-0.1, -0.2, 0.1], [0.0, 0.7, 0.0], [0.1, 0.1, 0.1], [0.1, 0.5, 0.0], [0.3, -0.1, 0.4], [-0.1, 0.0, 0.2], [0.2, 0.2, 0.4], [-0.2, 0.9, -0.7], [-0.4, -0.1, 0.1], [-0.2, -0.2, -0.6], [0.8, -0.4, 0.0], [-1.3, 0.6, -0.3], [1.2, -0.5, 0.8], [-0.2, 0.1, 0.3], [-0.4, -0.2, 0.2], [-0.2, 0.2, 0.1], [-0.2, 0.2, -0.9], [0.6, -1.0, 0.3], [0.3, -1.6, -0.4], [-0.2, -0.8, 0.1], [-0.3, -0.6, -0.1], [-0.9, 0.1, 0.1], [-0.4, 2.0, -0.5], [0.1, -0.4, 0.0], [0.1, 1.5, -0.3], [-0.7, -0.3, -0.1], [-0.2, 1.0, -0.3], [-0.2, 0.0, -0.2], [-0.1, -1.3, 1.1], [-0.9, -0.8, 0.5], [0.3, -0.3, 0.3], [0.9, -0.5, 0.9], [-0.7, -0.4, -0.3], [0.4, 0.2, 0.0], [-0.2, -0.4, 0.8], [1.2, 0.2, 0.1], [-0.1, 0.6, 0.1], [-0.4, -0.1, -0.4], [-2.0, -0.7, -1.1], [0.3, -1.5, 2.2], [0.1, 0.0, -0.2], [-0.8, -0.6, -0.6], [-0.6, 0.2, 0.4], [0.0, -0.3, -0.6], [0.2, -0.1, 0.2], [0.2, 0.8, 0.2], [-1.2, 0.8, -0.6], [0.0, 0.2, -0.1], [0.1, 0.4, 0.2], [0.1, 1.6, -0.5], [0.3, -1.2, -0.8], [-0.8, -0.1, 0.8], [-0.4, -0.9, -0.1], [0.3, -0.2, -0.1], [0.1, 0.2, -0.4], [-0.3, -0.2, -1.0], [0.0, 0.1, -0.1], [-1.0, -0.1, 0.8], [0.3, 0.1, 0.2], [1.2, 0.5, 0.3], [0.0, -0.2, 0.3], [1.2, -2.1, -2.6], [-0.4, 0.0, -0.2], [-0.4, -0.9, -0.1], [-0.2, 0.7, 0.3], [-0.3, -0.1, 0.0], [-0.3, 0.1, 2.1], [0.5, -1.7, 0.6], [-0.6, -0.5, -0.5], [1.1, -0.8, -0.9], [-0.1, -0.7, 0.9], [-0.5, 0.1, 0.0], [-0.4, -0.1, 0.7], [0.1, -0.2, 0.0], [0.5, 0.0, 0.0], [0.7, 0.1, -0.7], [0.2, 0.1, -0.4], [-1.2, 0.3, 0.3], [0.0, 0.2, 0.1], [0.5, -0.1, 0.2], [-0.2, -0.3, 0.1], [1.1, 1.5, -0.1], [-0.1, -0.1, 0.5], [0.0, 0.5, 0.3], [0.4, -0.2, -0.2], [-0.3, 1.2, 0.0], [1.6, -0.2, -0.1], [0.6, -0.7, -0.5], [-0.4, -0.5, -0.1], [0.4, 0.7, 0.2], [-1.3, 1.1, -0.4], [1.1, -0.2, 0.9], [0.2, 0.2, 0.3], [0.1, -0.2, 0.1], [0.1, -0.1, -0.3], [-0.5, 0.8, -1.4], [0.5, 0.7, 0.0], [-0.8, 0.3, 0.3], [-0.4, 0.3, -0.2]], "homo_ev": -8.97, "e_tot_ev": -91797.9800, "largest_force_ha_per_bohr": 0.0688, "gap_ha": 0.342}